# 1
Below is one molecule with the formula C16H21ClN2O3, with properties calculated with ωB97M-V/def2-TZVPD.

```
43
Properties=species:S:1:pos:R:3
C -7.45 1.46 0.14
C -6.81 0.75 1.32
O -5.39 0.65 1.18
C -4.92 -0.36 0.44
O -5.61 -1.20 -0.07
C -3.41 -0.27 0.33
C -3.08 0.72 -0.80
C -1.56 0.89 -0.90
N -0.90 -0.40 -0.94
C 0.43 -0.60 -0.70
O 0.91 -1.71 -0.59
N 1.17 0.56 -0.62
C 2.53 0.70 -0.35
C 3.10 1.97 -0.45
C 4.44 2.16 -0.17
C 5.26 1.11 0.22
C 6.71 1.32 0.52
C 4.67 -0.14 0.32
Cl 5.64 -1.49 0.81
C 3.33 -0.37 0.05
C -1.76 -1.56 -1.09
C -2.78 -1.64 0.04
H -7.29 0.88 -0.77
H -7.01 2.44 0.01
H -8.51 1.56 0.31
H -6.96 1.31 2.25
H -7.22 -0.26 1.43
H -3.03 0.15 1.27
H -3.49 0.36 -1.74
H -3.52 1.69 -0.58
H -1.22 1.45 -0.02
H -1.33 1.47 -1.80
H 0.72 1.43 -0.89
H 2.49 2.80 -0.76
H 4.86 3.15 -0.26
H 6.98 2.37 0.39
H 6.93 1.02 1.55
H 7.32 0.71 -0.14
H 2.91 -1.36 0.13
H -1.11 -2.44 -1.07
H -2.26 -1.51 -2.06
H -3.57 -2.34 -0.25
H -2.30 -2.02 0.94
```

Calculated values
orbital gap: 8.719 eV
charge: 0
2S+1: 1
SMILES: CCOC(=O)C1CCN(C(=O)Nc2ccc(C)c(Cl)c2)CC1


# 2
Below is a 2-piece molecular cluster, H2O2S2 overall in a non-equilibrium geometry, with properties calculated with ωB97M-V/def2-TZVPD.

```
6
Properties=species:S:1:pos:R:3
O -2.55 0.26 0.15
O 1.86 -0.43 -0.40
S -1.56 -0.85 -0.57
S -0.05 -1.57 0.50
H -2.02 0.98 0.50
H 1.68 -0.42 -1.38
```

Calculated values
orbital gap (spin up / spin down): 7.332 / 7.331 eV
charge: 0
2S+1: 1


# 3
Below is C22H30Br3N4O3Zr as an isolated structure, with properties calculated with ωB97M-V/def2-TZVPD.

```
63
Properties=species:S:1:pos:R:3
Zr -0.33 0.35 0.47
Br -3.21 -0.41 3.37
C -3.06 1.38 2.79
C -3.86 2.38 3.32
C -3.69 3.67 2.84
C -2.74 3.94 1.85
C -2.02 2.88 1.40
N -2.15 1.61 1.85
C -0.90 2.65 0.42
O 0.26 2.48 0.88
O -1.22 1.98 -0.63
H -4.59 2.16 4.08
H -4.30 4.47 3.23
H -2.59 4.94 1.46
Br 0.62 0.63 3.33
C 0.40 -1.25 3.77
Br 0.06 -2.19 2.12
H -0.46 -1.35 4.41
H 1.32 -1.62 4.21
C 3.92 2.33 1.34
N 4.65 1.04 1.25
C 5.56 0.84 2.42
C 3.72 -0.14 1.07
C 3.04 -0.09 -0.28
C 3.86 -0.19 -1.40
C 3.36 -0.05 -2.69
C 2.01 0.18 -2.87
C 1.18 0.22 -1.75
C 1.66 0.09 -0.44
H 4.63 3.15 1.35
H 3.34 2.33 2.26
H 3.25 2.43 0.48
H 5.24 1.08 0.41
H 4.95 0.76 3.32
H 6.22 1.70 2.51
H 6.14 -0.06 2.28
H 3.00 -0.10 1.89
H 4.32 -1.04 1.17
H 4.93 -0.39 -1.28
H 4.02 -0.11 -3.54
H 1.60 0.31 -3.86
H 0.12 0.39 -1.97
C -0.09 -3.15 -1.78
N -1.39 -2.59 -2.16
C -2.08 -3.30 -3.25
C -3.13 -2.40 -3.88
C -4.04 -1.86 -2.80
N -3.24 -1.25 -1.72
C -3.88 -0.24 -0.87
C -2.00 -1.64 -1.47
O -1.36 -1.06 -0.47
H 0.57 -3.14 -2.65
H -0.22 -4.18 -1.46
H 0.37 -2.57 -0.99
H -2.53 -4.21 -2.86
H -1.33 -3.58 -3.98
H -3.71 -2.96 -4.60
H -2.65 -1.57 -4.41
H -4.67 -2.65 -2.37
H -4.70 -1.09 -3.19
H -4.91 -0.14 -1.19
H -3.39 0.73 -0.96
H -3.88 -0.56 0.18
```

Calculated values
orbital gap: 8.254 eV
charge: +3
2S+1: 1


# 4
Below is C31H39ClF7I2N4O7STl as an isolated structure in a non-equilibrium geometry, with properties calculated with ωB97M-V/def2-TZVPD.

```
93
Properties=species:S:1:pos:R:3
Tl 0.17 0.35 1.56
C 0.13 3.00 5.04
C 1.62 2.71 5.24
N 2.22 1.96 4.15
C 3.54 2.46 3.78
C 4.63 2.30 4.85
C 2.14 0.52 4.37
C 2.93 -0.36 3.39
N 2.76 0.07 2.02
C 3.58 -0.33 1.08
C 3.44 0.24 -0.23
F 2.46 1.17 -0.40
C 4.20 -0.12 -1.31
F 3.95 0.44 -2.52
C 5.23 -1.04 -1.21
C 5.43 -1.59 0.05
F 6.45 -2.49 0.19
C 4.66 -1.27 1.14
F 4.97 -1.92 2.31
H -0.01 3.67 4.20
H -0.44 2.10 4.85
H -0.28 3.48 5.93
H 2.13 3.68 5.33
H 1.75 2.19 6.20
H 3.83 1.94 2.86
H 3.43 3.52 3.53
H 4.81 1.25 5.07
H 5.56 2.74 4.50
H 4.33 2.80 5.77
H 2.51 0.27 5.39
H 1.09 0.23 4.34
H 3.99 -0.35 3.67
H 2.56 -1.38 3.51
H 5.83 -1.32 -2.05
C -4.84 4.07 -2.67
C -4.34 2.73 -3.22
C -5.55 1.86 -3.61
C -3.49 3.01 -4.47
C -3.52 1.98 -2.18
C -3.74 2.17 -0.81
C -2.87 1.58 0.09
N -1.87 0.81 -0.28
C -1.74 0.48 -1.56
C -2.53 1.08 -2.54
C -0.73 -0.55 -1.82
C -0.86 -1.44 -2.89
C 0.07 -2.46 -3.05
C 1.10 -2.53 -2.12
C 1.14 -1.62 -1.08
N 0.26 -0.65 -0.94
C -0.05 -3.53 -4.13
C -1.14 -3.21 -5.15
C -0.39 -4.84 -3.41
C 1.29 -3.66 -4.87
H -5.29 4.65 -3.47
H -4.01 4.64 -2.25
H -5.59 3.93 -1.90
H -6.14 2.37 -4.37
H -6.18 1.67 -2.75
H -5.22 0.90 -4.01
H -4.03 3.67 -5.14
H -3.27 2.09 -5.02
H -2.55 3.48 -4.18
H -4.52 2.81 -0.44
H -2.96 1.75 1.16
H -2.33 0.86 -3.58
H -1.71 -1.34 -3.54
H 1.85 -3.30 -2.16
H 1.90 -1.70 -0.32
H -2.12 -3.20 -4.67
H -1.15 -3.97 -5.93
H -0.96 -2.24 -5.62
H -1.27 -4.70 -2.78
H 0.42 -5.15 -2.76
H -0.58 -5.64 -4.13
H 1.57 -2.70 -5.31
H 1.21 -4.40 -5.67
H 2.09 -3.97 -4.20
I -0.01 2.93 1.25
I -0.24 5.77 0.67
O -1.05 -0.98 3.79
Cl -2.14 -0.09 3.98
O -2.17 0.31 5.35
O -3.38 -0.66 3.63
O -1.91 1.09 3.18
F -0.86 -3.78 3.67
C -1.58 -3.66 2.55
F -1.63 -4.92 2.04
F -2.83 -3.36 2.89
S -0.88 -2.49 1.23
O -1.78 -1.37 1.21
O -0.96 -3.32 0.05
O 0.48 -2.23 1.67
```

Calculated values
orbital gap: 5.757 eV
charge: -2
2S+1: 1


# 5
Below is one molecule with the formula C2HClO in a non-equilibrium geometry, with properties calculated with ωB97M-V/def2-TZVPD.

```
5
Properties=species:S:1:pos:R:3
O 0.31 1.24 0.79
C -0.06 0.09 0.19
C 0.07 -0.94 -0.56
Cl -0.05 -2.44 -1.16
H -0.27 2.04 0.73
```

Calculated values
orbital gap: 9.538 eV
charge: 0
2S+1: 1
SMILES: OC#CCl


# 6
Below is a 11-piece molecular cluster, C24H69FN21O11 overall, with properties calculated with ωB97M-V/def2-TZVPD.

```
126
Properties=species:S:1:pos:R:3
C -3.12 3.98 -1.35
C -2.32 3.30 -2.48
C -3.11 2.12 -3.06
C -2.29 1.21 -4.01
C -1.78 -0.07 -3.33
C -0.43 0.17 -2.64
C 0.11 -1.01 -1.81
C -0.93 -1.91 -1.12
C -2.10 -1.28 -0.33
C -2.01 0.21 0.05
C -0.77 0.68 0.82
N -1.07 2.08 1.32
C -0.01 2.66 2.22
C 1.01 1.58 2.55
O 0.30 0.45 3.01
C -0.34 -0.24 1.97
F 0.53 -1.18 1.46
H -3.50 3.21 -0.66
H -3.98 4.52 -1.74
H -2.48 4.67 -0.77
H -1.36 2.98 -2.07
H -2.09 4.05 -3.25
H -3.97 2.52 -3.60
H -3.49 1.51 -2.23
H -2.88 0.97 -4.90
H -1.42 1.78 -4.35
H -1.64 -0.82 -4.12
H -2.55 -0.40 -2.63
H -0.52 1.06 -1.99
H 0.31 0.44 -3.40
H 0.85 -0.66 -1.09
H 0.67 -1.66 -2.50
H -0.38 -2.59 -0.45
H -1.37 -2.56 -1.89
H -3.00 -1.38 -0.94
H -2.32 -1.87 0.56
H -2.11 0.81 -0.86
H -2.89 0.45 0.67
H 0.05 0.83 0.11
H -1.98 2.09 1.79
H -1.17 2.65 0.48
H 0.43 3.54 1.73
H -0.50 2.96 3.15
H 1.61 1.98 3.38
H 1.70 1.35 1.74
H -1.19 -0.75 2.42
C -1.20 -1.29 6.44
O -1.78 -0.25 6.70
N -0.47 -1.43 5.29
N -1.23 -2.38 7.25
H 0.02 -2.27 5.03
H -0.43 -0.63 4.68
H -1.73 -2.30 8.12
H -0.73 -3.24 7.05
C -4.54 -4.29 -0.43
O -4.60 -3.10 -0.70
N -3.35 -4.94 -0.26
N -5.65 -5.07 -0.29
H -3.27 -5.92 -0.05
H -2.51 -4.40 -0.38
H -6.54 -4.62 -0.41
H -5.62 -6.05 -0.08
C 1.73 4.05 -1.43
O 0.55 4.32 -1.24
N 2.63 3.82 -0.43
N 2.25 3.99 -2.69
H 3.61 3.62 -0.61
H 2.32 3.90 0.51
H 1.63 4.17 -3.45
H 3.22 3.81 -2.87
C -1.77 -2.53 -6.31
O -1.89 -1.38 -6.72
N -0.54 -3.11 -6.15
N -2.83 -3.30 -5.96
H -0.41 -4.05 -5.81
H 0.27 -2.57 -6.37
H -3.75 -2.91 -6.05
H -2.76 -4.24 -5.61
C 3.02 -1.10 -6.62
O 2.47 -1.73 -5.72
N 3.92 -0.10 -6.35
N 2.78 -1.33 -7.94
H 4.39 0.42 -7.06
H 4.13 0.08 -5.39
H 2.13 -2.05 -8.17
H 3.22 -0.82 -8.68
C -1.21 -6.18 6.05
O -0.21 -5.73 6.60
N -2.34 -5.42 5.94
N -1.26 -7.43 5.52
H -3.19 -5.71 5.49
H -2.29 -4.51 6.35
H -0.44 -8.00 5.60
H -2.08 -7.81 5.08
C 3.20 3.67 5.68
O 3.22 4.79 5.19
N 4.32 2.96 5.95
N 2.01 3.05 5.97
H 4.30 2.04 6.36
H 5.21 3.38 5.75
H 1.17 3.57 5.79
H 1.94 2.13 6.36
C 5.70 5.93 -0.96
O 5.68 4.74 -1.26
N 4.61 6.53 -0.39
N 6.78 6.73 -1.19
H 4.55 7.49 -0.13
H 3.82 5.94 -0.23
H 7.58 6.30 -1.61
H 6.80 7.70 -0.96
C 7.88 2.36 6.14
O 7.34 3.42 6.43
N 8.51 2.18 4.94
N 7.89 1.30 6.99
H 8.97 1.32 4.68
H 8.52 2.95 4.30
H 7.45 1.42 7.88
H 8.34 0.42 6.78
C -5.84 -4.57 -4.21
O -4.89 -5.10 -4.76
N -7.13 -4.91 -4.50
N -5.69 -3.60 -3.25
H -7.93 -4.49 -4.07
H -7.27 -5.61 -5.20
H -4.76 -3.34 -3.00
H -6.46 -3.16 -2.79
```

Calculated values
orbital gap: 8.836 eV
charge: +1
2S+1: 1


# 7
Below is C20H64BO10Sr as an isolated structure in a non-equilibrium geometry, with properties calculated with ωB97M-V/def2-TZVPD.

```
96
Properties=species:S:1:pos:R:3
Sr 2.43 -0.18 -0.12
B -0.16 0.36 0.02
H -1.21 0.37 0.59
H 0.07 -0.77 -0.26
H -0.30 0.97 -1.02
H 0.70 0.86 0.65
C -0.05 4.40 -0.97
C -1.33 3.67 -1.33
O -1.87 2.98 -0.23
H 0.67 3.68 -0.58
H -0.22 5.24 -0.31
H 0.43 4.80 -1.88
H -1.14 3.02 -2.19
H -2.08 4.38 -1.68
H -1.48 2.10 -0.21
C -0.65 -0.75 -4.35
C -1.10 -2.16 -4.55
O -0.58 -2.94 -3.47
H -0.75 -0.60 -3.27
H -1.31 -0.07 -4.90
H 0.34 -0.49 -4.73
H -0.84 -2.56 -5.54
H -2.19 -2.19 -4.59
H -1.19 -3.67 -3.27
C 3.65 -2.78 2.67
C 2.33 -2.91 1.92
O 1.64 -1.62 1.92
H 4.22 -1.89 2.38
H 4.20 -3.71 2.54
H 3.46 -2.70 3.75
H 1.67 -3.56 2.50
H 2.46 -3.36 0.94
H 1.40 -1.47 2.84
C 4.49 2.53 3.45
C 4.31 1.32 2.56
O 3.01 1.31 1.92
H 5.56 2.71 3.62
H 3.98 2.45 4.40
H 4.09 3.41 2.93
H 4.46 0.38 3.09
H 5.05 1.37 1.76
H 2.35 1.22 2.63
C -1.12 -3.75 -0.06
C -1.54 -3.16 1.28
O -2.34 -2.01 1.09
H -1.03 -3.00 -0.85
H -1.97 -4.36 -0.39
H -0.27 -4.43 -0.03
H -0.70 -2.98 1.96
H -2.14 -3.89 1.83
H -1.73 -1.28 0.91
C 2.61 -3.84 -2.71
C 2.37 -2.35 -2.98
O 1.62 -1.75 -1.92
H 1.72 -4.33 -2.33
H 3.34 -3.92 -1.89
H 2.99 -4.34 -3.59
H 1.86 -2.20 -3.93
H 3.35 -1.87 -3.05
H 0.68 -1.89 -2.07
C 2.64 1.66 -4.37
C 1.98 1.56 -3.00
O 3.03 1.58 -1.97
H 3.45 0.93 -4.41
H 3.08 2.65 -4.53
H 1.95 1.40 -5.17
H 1.52 0.58 -2.95
H 1.24 2.31 -2.74
H 3.62 2.32 -2.16
C 0.39 3.53 4.19
C -0.39 3.06 2.98
O -0.48 1.62 3.02
H 1.39 3.10 4.16
H -0.11 3.20 5.11
H 0.43 4.61 4.23
H -0.04 3.46 2.03
H -1.40 3.48 3.09
H -0.74 1.41 2.11
C -3.93 -0.54 3.97
C -3.74 0.65 3.05
O -5.03 1.06 2.57
H -4.78 -0.36 4.64
H -3.01 -0.68 4.53
H -4.13 -1.45 3.40
H -3.09 0.45 2.19
H -3.27 1.46 3.61
H -4.88 1.82 1.99
C -4.36 0.40 -1.71
C -5.21 -0.55 -0.87
O -4.59 -1.83 -0.76
H -3.34 0.46 -1.33
H -4.77 1.41 -1.73
H -4.31 0.04 -2.74
H -6.17 -0.73 -1.34
H -5.35 -0.14 0.14
H -3.82 -1.72 -0.18
```

Calculated values
orbital gap: 7.750 eV
charge: +1
2S+1: 1


# 8
Below is a 10-piece molecular cluster, C3H25NO11 overall in a non-equilibrium geometry, with properties calculated with ωB97M-V/def2-TZVPD.

```
40
Properties=species:S:1:pos:R:3
N 1.47 -1.96 -1.46
C 1.70 -0.54 -1.46
C 0.54 0.00 -2.44
C 0.25 1.44 -2.11
O -0.81 2.00 -2.21
O 1.33 2.25 -1.74
H 0.95 -2.37 -0.68
H 2.23 -2.58 -1.71
H 1.65 0.00 -0.47
H 2.64 -0.21 -1.86
H -0.26 -0.70 -2.23
H 0.87 -0.07 -3.46
H 1.02 3.18 -1.88
O 0.22 -2.96 1.39
H -0.48 -2.43 0.98
H 0.51 -2.43 2.12
O -2.92 -1.98 -1.51
H -2.75 -1.82 -0.57
H -2.23 -2.62 -1.71
O -2.11 -1.86 1.08
H -2.50 -2.71 1.26
H -2.09 -1.37 1.95
O 0.11 0.02 1.68
H 1.03 0.32 1.86
H -0.36 0.77 1.27
O 3.80 1.39 -0.88
H 2.91 1.73 -1.06
H 4.42 2.08 -0.73
O 2.62 1.05 1.68
H 3.20 1.25 0.93
H 3.18 0.67 2.34
O -1.98 -0.31 3.32
H -2.34 0.57 3.33
H -1.15 -0.27 2.80
O -2.04 1.98 1.93
H -2.37 2.89 1.98
H -2.18 1.82 0.96
O -2.84 1.54 -0.62
H -2.97 0.56 -0.65
H -2.27 1.66 -1.41
```

Calculated values
orbital gap: 9.041 eV
charge: 0
2S+1: 1
SMILES: NCCC(=O)O.O.O.O.O.O.O.O.O.O


# 9
Below is a 2-piece molecular cluster, C3H13N2 overall, with properties calculated with ωB97M-V/def2-TZVPD.

```
18
Properties=species:S:1:pos:R:3
C 0.45 2.15 2.27
N -0.26 0.90 1.96
C -0.30 0.64 0.54
H 1.52 1.99 2.24
H 0.19 2.97 1.59
H 0.18 2.46 3.28
H -1.20 0.97 2.32
H -0.70 1.49 -0.03
H -0.85 -0.28 0.35
H 0.74 0.43 0.25
C -0.60 -1.75 -2.27
N 0.66 -1.68 -1.45
H -1.15 -0.82 -2.11
H -0.32 -1.78 -3.32
H -1.19 -2.60 -1.95
H 0.45 -1.85 -0.46
H 1.10 -0.77 -1.52
H 1.29 -2.45 -1.69
```

Calculated values
orbital gap: 8.377 eV
charge: +1
2S+1: 1